[1]
Density functional theory data (wB97M-V/def2-TZVPD) for an isolated molecule of C17H14N2O2S at a distorted geometry.

Atoms and positions in Å:
1 S 2.910 -2.908 0.670
2 O -4.183 -3.021 -1.927
3 O -5.061 -0.965 -2.271
4 N 0.266 0.530 1.245
5 N 1.103 -0.545 1.215
6 C 0.616 -4.089 0.274
7 C -1.938 -1.805 -0.420
8 C 0.688 1.798 1.845
9 C 2.159 3.654 -1.203
10 C 1.854 2.653 -0.252
11 C 1.122 -2.821 0.497
12 C -0.882 -1.073 0.267
13 C -0.959 0.234 0.635
14 C 0.440 4.183 0.964
15 C 0.477 -1.538 0.628
16 C 0.958 2.889 0.805
17 C -4.145 -1.809 -1.729
18 C 1.600 4.930 -1.076
19 C 0.721 5.166 0.019
20 C 2.924 -4.650 0.418
21 C -3.132 -1.217 -0.850
22 C 1.638 -5.110 0.216
23 H -1.784 -2.818 -0.781
24 H -1.813 0.910 0.605
25 H -0.159 4.400 1.823
26 H 3.807 -5.295 0.498
27 H 1.433 -6.155 0.083
28 H 0.293 6.124 0.155
29 H 1.872 5.711 -1.805
30 H -3.321 -0.178 -0.669
31 H 2.331 1.687 -0.335
32 H -0.472 -4.277 0.159
33 H -5.629 -1.576 -2.725
34 H -0.118 2.062 2.600
35 H 1.575 1.601 2.450
36 H 2.810 3.317 -2.027

Properties
Total charge: 0
SMILES: O=C(O)/C=C/c1cn(Cc2ccccc2)nc1-c1cccs1
Energy relative to the best compared isomer or geometry (same formula, charge and spin): 51.1 kcal/mol
Kohn-Sham gap: 7.9869 eV
Multiplicity: 1
Molar mass: 310.4 g mol⁻¹
LUMO level: -0.2 eV

=====

[2]
Density functional theory data (wB97M-V/def2-TZVPD) for a structure of composition C2H6O3P at a distorted geometry.

Atoms and positions in Å:
1 P 0.067 1.218 0.033
2 O 1.636 0.472 0.691
3 O -0.593 2.468 0.361
4 O -0.337 0.189 1.563
5 C -0.890 -0.082 -1.029
6 C 0.939 -0.171 1.723
7 H -0.611 0.336 -1.949
8 H 1.164 -1.271 1.714
9 H -0.353 -1.027 -0.765
10 H 0.893 1.644 -1.163
11 H -1.868 0.034 -0.695
12 H 1.483 -0.108 2.722

Properties
Total charge: -1
Energy relative to the best compared isomer or geometry (same formula, charge and spin): 60.9 kcal/mol
Kohn-Sham gap: 8.6457 eV
Multiplicity: 1
Molar mass: 109.0 g mol⁻¹
LUMO level: 4.5 eV

=====

[3]
Density functional theory data (wB97M-V/def2-TZVPD) for a structure of composition C31H49BeBrN2OP2 at a distorted geometry.

Atoms and positions in Å:
1 Br -4.055 1.513 4.451
2 P -1.386 -2.039 -1.903
3 P 1.362 -0.491 -0.617
4 O -1.754 -0.082 2.930
5 N -1.813 -1.007 5.005
6 N 3.927 5.227 -3.522
7 C -2.512 -0.894 -2.830
8 C -0.110 2.676 -0.950
9 C 1.797 -0.087 -2.362
10 C 1.932 3.915 -3.643
11 C 1.053 0.522 4.807
12 C 2.040 -2.153 -0.205
13 C 2.882 4.553 -1.482
14 C -2.504 -3.179 -0.974
15 C -1.133 -0.512 3.962
16 C -1.602 -0.619 6.412
17 C 2.288 0.724 0.418
18 C -3.299 2.559 0.892
19 C -1.386 -4.251 -3.729
20 C 0.379 -0.541 3.944
21 C 1.894 3.877 -2.230
22 C -0.597 -3.042 -3.240
23 C -2.337 3.105 0.037
24 C 3.179 0.501 -2.641
25 C 2.985 4.620 -4.245
26 C -0.906 0.742 6.469
27 C 3.890 5.221 -2.190
28 C 0.591 0.622 6.268
29 C 0.853 3.167 -1.533
30 C -1.363 2.226 -0.489
31 C 3.279 -2.633 -0.953
32 C -3.207 1.201 1.151
33 C -1.550 0.825 -0.418
34 C -3.092 -1.326 -4.171
35 C -2.597 0.287 0.325
36 C 3.778 0.465 0.637
37 C -3.986 -3.200 -1.326
38 Be -2.951 0.950 2.818
39 H 0.982 -0.236 6.837
40 H -3.316 -0.602 -2.142
41 H 3.541 -3.635 -0.590
42 H -4.065 3.167 1.372
43 H -4.462 -2.222 -1.191
44 H -1.014 -1.384 6.945
45 H -2.253 4.182 -0.147
46 H -0.378 -2.354 -4.072
47 H 2.135 0.316 4.814
48 H -0.790 -4.768 -4.490
49 H 1.199 -2.845 -0.381
50 H 1.172 3.415 -4.247
51 H 1.030 0.640 -2.673
52 H 0.686 -0.379 2.898
53 H -4.178 -3.544 -2.350
54 H -1.583 -4.963 -2.919
55 H -3.701 -0.499 -4.560
56 H 3.114 -2.710 -2.034
57 H 3.967 -0.513 1.097
58 H 3.995 -0.186 -2.375
59 H 0.918 1.507 4.332
60 H 4.675 5.758 -1.646
61 H 1.048 1.524 6.692
62 H -0.768 0.139 -0.819
63 H 2.106 1.710 -0.032
64 H -2.308 -1.531 -4.909
65 H 1.761 0.738 1.389
66 H 3.261 0.708 -3.718
67 H 0.377 -3.356 -2.821
68 H 1.638 -0.999 -2.960
69 H 4.354 0.535 -0.294
70 H -2.339 -3.968 -4.197
71 H -2.860 -0.779 0.317
72 H 2.866 4.557 -0.390
73 H 4.170 1.233 1.317
74 H -1.904 0.013 -2.974
75 H 2.224 -2.157 0.881
76 H -2.710 -1.437 4.787
77 H 3.043 4.682 -5.338
78 H -2.582 -0.553 6.911
79 H -4.498 -3.901 -0.653
80 H 0.713 -1.550 4.234
81 H 4.149 -1.989 -0.775
82 H -2.384 -2.871 0.078
83 H -1.376 1.416 5.735
84 H 3.327 1.457 -2.123
85 H -2.080 -4.190 -1.047
86 H -3.752 -2.199 -4.093
87 H -1.118 1.179 7.451

Properties
Total charge: +2
Energy relative to the best compared isomer or geometry (same formula, charge and spin): 0.0 kcal/mol
Kohn-Sham gap (alpha / beta): 5.5767 / 5.7658 eV
Multiplicity: 1
Molar mass: 616.6 g mol⁻¹
LUMO level (alpha / beta): -8.2 / -8.2 eV

=====

- Which value of multiplicity does entry 1 give?
  1

=====

- Which of these has the lowest molar mass?
  C2H6O3P